Model 1:
Formula: C4H12O2
Source: the OMol25 dataset
Level of theory: ωB97M-V/def2-TZVPD

Computed properties:
SMILES string: CCO.CCO

The geometry in ORCA input format:
```
! wB97M-V def2-TZVPD RIJCOSX def2/J DEFGRID3
* xyz 0 1
H 2.008 -0.316 -0.887
H 2.535 1.456 0.122
H -2.874 -0.543 -0.308
C 0.732 1.622 1.388
H -0.312 0.496 -0.911
O 1.311 0.082 -0.361
H 2.377 0.235 1.420
H -1.406 -0.509 0.522
H -1.695 -2.822 -0.734
O -1.268 0.486 -1.002
C -1.806 -0.677 -0.478
H 1.134 2.444 1.980
H 0.186 2.231 0.667
H -1.538 -2.022 -2.166
C 1.838 0.841 0.691
C -1.192 -1.942 -1.135
H 0.116 1.108 2.126
H -0.145 -2.170 -0.935
*
```

Löwdin charges, unit e, in atom order:
1. H 0.11
2. H 0.12
3. H 0.11
4. C -0.08
5. H 0.02
6. O -0.10
7. H 0.11
8. H 0.09
9. H 0.06
10. O -0.12
11. C -0.32
12. H 0.07
13. H 0.08
14. H 0.07
15. C -0.29
16. C -0.07
17. H 0.08
18. H 0.06

Model 2:
Formula: C4H12O2
Source: the OMol25 dataset
Level of theory: ωB97M-V/def2-TZVPD

The geometry in ORCA input format:
```
! wB97M-V def2-TZVPD RIJCOSX def2/J DEFGRID3
* xyz 0 1
H -2.065 -1.818 -0.839
O -1.479 -1.064 -0.708
H -0.805 1.876 0.884
H -0.125 1.837 -1.893
C -0.304 0.931 0.806
C 0.670 0.639 -0.219
H 1.367 -0.143 -0.145
H -0.548 0.272 -0.246
H 0.593 0.038 2.639
C -0.283 -0.057 1.967
H 1.560 1.407 -2.223
C 0.865 1.681 -1.381
O 0.550 -2.373 -0.336
H -1.203 -0.010 2.596
H 0.395 -3.139 -0.902
H 1.255 2.630 -1.053
H -0.191 -1.034 1.554
H -0.254 -1.671 -0.502
*
```

Löwdin charges, unit e, in atom order:
1. H -0.02
2. O -0.36
3. H 0.14
4. H 0.10
5. C -0.07
6. C -0.07
7. H 0.11
8. H 0.12
9. H 0.10
10. C -0.05
11. H 0.09
12. C -0.04
13. O -0.21
14. H 0.10
15. H 0.00
16. H 0.06
17. H 0.05
18. H -0.07

Top of the stability list: model 1, leading by 260.5 kJ/mol.

Model 1:
Formula: C4H12O2
Source: the OMol25 dataset
Level of theory: ωB97M-V/def2-TZVPD

Computed properties:
SMILES string: COC.COC

The geometry in ORCA input format:
```
! wB97M-V def2-TZVPD RIJCOSX def2/J DEFGRID3
* xyz 0 1
H 0.784 2.570 -0.408
H 0.000 -2.083 0.608
H -1.794 -2.734 3.441
H 0.545 -2.415 2.282
C 0.100 2.151 -1.164
H 1.019 -3.516 0.951
O 0.747 2.165 -2.443
H 2.179 3.335 -3.637
C 0.207 -2.881 1.341
C 1.685 3.262 -2.654
H -0.831 2.742 -1.163
H 2.460 3.138 -1.878
H -3.011 -3.151 2.195
C -2.004 -2.732 2.359
H 1.142 4.202 -2.461
H -1.994 -1.689 2.001
H -0.143 1.112 -0.882
O -1.091 -3.476 1.513
*
```

Löwdin charges, unit e, in atom order:
1. H 0.08
2. H 0.08
3. H 0.08
4. H 0.08
5. C -0.12
6. H 0.09
7. O -0.26
8. H 0.09
9. C -0.12
10. C -0.10
11. H 0.08
12. H 0.08
13. H 0.09
14. C -0.11
15. H 0.08
16. H 0.08
17. H 0.08
18. O -0.26

Model 2:
Formula: C4H12O2
Source: the OMol25 dataset
Level of theory: ωB97M-V/def2-TZVPD

Computed properties:
SMILES string: C/C=C/C.O.O

The geometry in ORCA input format:
```
! wB97M-V def2-TZVPD RIJCOSX def2/J DEFGRID3
* xyz 0 1
H -2.103 -0.767 -0.576
C -1.317 -1.403 -0.985
H 1.462 -1.749 2.039
H -0.851 -0.909 -1.840
C 1.327 -0.697 1.771
H -0.060 -2.600 0.494
H 1.463 1.070 -1.481
H 0.972 -0.180 2.661
O 0.749 1.646 -1.768
H 0.054 0.427 0.357
C -0.275 -1.618 0.085
H -0.778 2.167 -0.584
H -1.645 2.481 0.658
H 1.070 2.546 -1.632
H 2.334 -0.396 1.475
O -0.922 2.815 0.124
C 0.318 -0.575 0.661
H -1.798 -2.259 -1.459
*
```

Löwdin charges, unit e, in atom order:
1. H 0.07
2. C -0.11
3. H 0.07
4. H 0.07
5. C -0.10
6. H 0.10
7. H 0.05
8. H 0.07
9. O -0.06
10. H 0.07
11. C -0.16
12. H -0.01
13. H 0.03
14. H 0.06
15. H 0.07
16. O -0.07
17. C -0.20
18. H 0.06

Top of the stability list: model 2, leading by 147.0 kJ/mol.

Model 1:
Formula: C4H9N3
Source: the OMol25 dataset
Level of theory: ωB97M-V/def2-TZVPD

The geometry in ORCA input format:
```
! wB97M-V def2-TZVPD RIJCOSX def2/J DEFGRID3
* xyz 0 1
H 0.244 -1.709 -1.037
H -1.978 1.822 0.703
H 1.613 -0.681 1.927
H -0.343 -1.521 0.856
N -0.260 0.332 -1.183
C -0.598 -0.449 1.028
H -0.875 -0.135 2.052
C -0.851 1.770 0.482
C 2.040 -0.669 0.952
H -0.535 2.472 -0.368
N 2.404 -0.423 -0.099
H -0.284 1.876 1.451
C 0.007 -0.973 -1.845
H -0.862 -1.336 -2.347
N -0.568 0.386 0.064
H 0.847 -0.760 -2.635
*
```

Löwdin charges, unit e, in atom order:
1. H 0.04
2. H 0.11
3. H 0.05
4. H 0.07
5. N -0.04
6. C -0.11
7. H 0.09
8. C -0.03
9. C -0.11
10. H 0.11
11. N 0.09
12. H 0.09
13. C -0.13
14. H 0.04
15. N -0.38
16. H 0.11

Model 2:
Formula: C4H9N3
Source: the OMol25 dataset
Level of theory: ωB97M-V/def2-TZVPD

Computed properties:
SMILES string: [H]/N=C\N1CC(N)C1

The geometry in ORCA input format:
```
! wB97M-V def2-TZVPD RIJCOSX def2/J DEFGRID3
* xyz 0 1
H -2.465 -1.298 -0.184
H 1.047 1.742 -0.353
H 2.746 -0.923 -0.781
N -0.599 0.414 -0.583
H -2.313 1.623 -0.296
H 1.711 -0.391 1.517
H 1.817 0.153 -1.435
N -2.852 -0.445 -0.126
C 1.148 -0.183 0.593
H -0.805 -1.143 1.069
H 0.338 -1.852 -0.379
N 2.206 -0.082 -0.519
C -0.071 -0.891 0.143
C -2.013 0.515 -0.118
H -0.275 1.619 1.109
C 0.380 1.141 0.343
*
```

Löwdin charges, unit e, in atom order:
1. H -0.03
2. H 0.12
3. H 0.07
4. N -0.06
5. H 0.14
6. H 0.14
7. H 0.06
8. N 0.11
9. C -0.35
10. H 0.15
11. H 0.13
12. N -0.01
13. C -0.17
14. C -0.28
15. H 0.12
16. C -0.14

Top of the stability list: model 2, leading by 78.7 kJ/mol.

Model 1:
Formula: C4H9N3
Source: the OMol25 dataset
Level of theory: ωB97M-V/def2-TZVPD

Computed properties:
SMILES string: [H]/N=C1/CCCN1N

The geometry in ORCA input format:
```
! wB97M-V def2-TZVPD RIJCOSX def2/J DEFGRID3
* xyz 0 1
C -0.960 1.123 0.204
H 2.277 1.482 -0.562
H 2.544 -0.834 -0.595
N 1.388 1.760 -0.099
H -0.513 -1.933 -0.854
H 2.221 -0.875 1.038
H -1.171 1.536 1.220
H -2.274 0.070 -1.124
C -0.654 -1.217 -0.052
H -0.803 -1.593 0.964
H -1.159 1.875 -0.644
N 1.908 -1.110 0.076
N 0.691 -0.479 -0.106
H -2.378 -0.488 0.600
C 0.548 0.805 0.081
C -1.665 -0.123 -0.148
*
```

Löwdin charges, unit e, in atom order:
1. C -0.13
2. H 0.04
3. H 0.05
4. N 0.10
5. H 0.12
6. H 0.11
7. H 0.13
8. H 0.15
9. C -0.10
10. H 0.12
11. H 0.14
12. N 0.08
13. N -0.17
14. H 0.10
15. C -0.49
16. C -0.23

Model 2:
Formula: C4H9N3
Source: the OMol25 dataset
Level of theory: ωB97M-V/def2-TZVPD

The geometry in ORCA input format:
```
! wB97M-V def2-TZVPD RIJCOSX def2/J DEFGRID3
* xyz 0 1
H -2.885 -0.370 -0.757
N 2.025 -1.063 -0.069
H 1.289 1.266 1.588
H 2.737 -2.617 1.029
H 0.086 -0.795 -1.649
C 0.342 1.083 1.076
C -2.651 0.604 -1.209
C 0.607 0.492 -0.270
N -1.492 1.024 -1.392
H -0.180 2.033 0.948
H 1.180 1.126 -0.952
N -0.209 -0.437 -0.741
C 1.907 -1.927 0.817
H 1.016 -2.039 1.452
H -3.506 1.203 -1.558
H -0.268 0.419 1.687
*
```

Löwdin charges, unit e, in atom order:
1. H 0.06
2. N 0.05
3. H 0.07
4. H 0.06
5. H 0.07
6. C -0.09
7. C -0.16
8. C -0.38
9. N 0.06
10. H 0.07
11. H 0.11
12. N 0.02
13. C -0.17
14. H 0.06
15. H 0.06
16. H 0.07

Top of the stability list: model 1, leading by 387.9 kJ/mol.

Model 1:
Formula: C4H9N3
Source: the OMol25 dataset
Level of theory: ωB97M-V/def2-TZVPD

The geometry in ORCA input format:
```
! wB97M-V def2-TZVPD RIJCOSX def2/J DEFGRID3
* xyz 0 1
C 0.556 -0.424 -0.050
H 1.338 -0.601 -0.778
H -2.856 -1.203 -1.574
H -1.148 2.123 0.057
H 3.358 -0.115 0.188
C 0.277 0.864 0.346
H -0.940 0.257 -1.929
C -2.156 -0.882 -0.791
C 2.036 0.467 1.446
H 1.827 0.857 2.450
N -0.252 1.939 0.509
N -0.848 -0.550 -1.312
H 0.311 -1.224 0.640
H -2.053 -1.709 -0.077
N 3.228 0.259 1.134
H -2.679 -0.058 -0.260
*
```

Löwdin charges, unit e, in atom order:
1. C -0.08
2. H 0.10
3. H 0.06
4. H 0.09
5. H 0.04
6. C -0.27
7. H 0.05
8. C -0.24
9. C -0.16
10. H 0.06
11. N 0.19
12. N -0.14
13. H 0.12
14. H 0.06
15. N 0.04
16. H 0.06

Model 2:
Formula: C4H9N3
Source: the OMol25 dataset
Level of theory: ωB97M-V/def2-TZVPD

The geometry in ORCA input format:
```
! wB97M-V def2-TZVPD RIJCOSX def2/J DEFGRID3
* xyz 0 1
H -1.644 1.981 -0.191
N -1.501 -0.816 -0.268
H 1.013 0.776 1.592
H 0.529 -1.493 1.235
H -2.188 -0.950 -1.004
N -1.831 0.124 0.784
N 0.728 -1.704 0.263
C -0.032 -0.846 -0.591
H 2.250 0.690 0.333
C 0.223 0.671 -0.420
H 1.349 2.198 0.604
H 0.440 1.114 -1.396
H 0.099 -1.169 -1.627
H 0.507 -2.678 0.092
C 1.277 1.109 0.587
C -1.221 0.992 0.008
*
```

Löwdin charges, unit e, in atom order:
1. H 0.11
2. N -0.07
3. H 0.07
4. H 0.08
5. H 0.11
6. N 0.02
7. N 0.06
8. C -0.36
9. H 0.08
10. C -0.30
11. H 0.08
12. H 0.13
13. H 0.14
14. H 0.08
15. C -0.07
16. C -0.15

Model 3:
Formula: C4H9N3
Source: the OMol25 dataset
Level of theory: ωB97M-V/def2-TZVPD

The geometry in ORCA input format:
```
! wB97M-V def2-TZVPD RIJCOSX def2/J DEFGRID3
* xyz 0 1
N -1.567 1.128 0.301
H 0.906 -1.495 -0.588
H -0.784 -3.031 0.220
H 2.174 0.880 -0.792
H -2.374 0.978 -0.294
C 0.013 -1.114 -0.102
C 0.733 0.500 0.633
N 2.002 0.865 0.205
H 0.598 0.353 -2.003
H 2.770 0.674 0.831
H -1.517 2.050 0.710
H -1.843 -1.659 0.792
C -0.904 -1.966 0.352
H 0.509 0.597 1.691
N -0.340 0.526 -1.648
C -0.374 0.714 -0.309
*
```

Löwdin charges, unit e, in atom order:
1. N 0.11
2. H 0.10
3. H 0.04
4. H 0.08
5. H 0.10
6. C -0.12
7. C -0.19
8. N 0.08
9. H 0.01
10. H 0.09
11. H 0.09
12. H 0.04
13. C -0.04
14. H 0.14
15. N 0.06
16. C -0.59

Model 4:
Formula: C4H9N3
Source: the OMol25 dataset
Level of theory: ωB97M-V/def2-TZVPD

The geometry in ORCA input format:
```
! wB97M-V def2-TZVPD RIJCOSX def2/J DEFGRID3
* xyz 0 1
H -1.990 2.158 1.070
N 0.014 0.289 -0.187
H -0.240 0.130 1.793
N -0.123 -1.835 -0.986
H 0.852 1.401 1.500
H 0.742 -2.606 -1.379
C 0.004 0.838 1.025
H -2.057 0.172 -0.711
H 2.076 -0.186 0.888
H -0.602 2.799 0.315
N 1.723 -1.145 0.348
H 1.542 -2.004 1.014
C -1.214 0.884 -0.663
H -0.835 1.148 -1.846
C 0.463 -0.907 -0.274
C -1.051 1.821 0.433
*
```

Löwdin charges, unit e, in atom order:
1. H 0.14
2. N -0.15
3. H 0.12
4. N 0.06
5. H 0.12
6. H 0.13
7. C -0.22
8. H 0.12
9. H 0.15
10. H 0.10
11. N 0.06
12. H 0.13
13. C -0.14
14. H 0.19
15. C -0.66
16. C -0.15

Top of the stability list: model 2, leading by 7.6 kJ/mol.

Model 1:
Formula: C4H9N3
Source: the OMol25 dataset
Level of theory: ωB97M-V/def2-TZVPD

Computed properties:
SMILES string: [H]/N=C/N(N)C(=C)C

The geometry in ORCA input format:
```
! wB97M-V def2-TZVPD RIJCOSX def2/J DEFGRID3
* xyz 0 1
H -1.242 -2.485 0.082
N 0.402 0.504 -0.063
C -0.605 -0.521 -0.007
H -2.206 0.659 -0.869
H 3.340 -0.661 0.029
N 2.331 -0.883 -0.083
H 0.664 -2.232 -0.022
N 0.034 1.826 0.000
H 0.292 2.346 -0.804
H 2.268 1.208 0.152
H 0.414 2.234 0.846
H -2.701 -0.919 -0.191
H -2.355 0.513 0.900
C -2.035 -0.020 -0.034
C 1.750 0.251 0.027
C -0.352 -1.823 0.037
*
```

Löwdin charges, unit e, in atom order:
1. H 0.07
2. N -0.16
3. C -0.34
4. H 0.06
5. H 0.06
6. N 0.08
7. H 0.03
8. N 0.05
9. H 0.08
10. H 0.12
11. H 0.10
12. H 0.08
13. H 0.09
14. C -0.08
15. C -0.27
16. C 0.03

Model 2:
Formula: C4H9N3
Source: the OMol25 dataset
Level of theory: ωB97M-V/def2-TZVPD

Computed properties:
SMILES string: C[C@@H]1N[C@H]2N[C@]21N

The geometry in ORCA input format:
```
! wB97M-V def2-TZVPD RIJCOSX def2/J DEFGRID3
* xyz 0 1
H -1.705 0.075 1.592
C -0.376 -0.662 0.165
C 0.593 0.945 -1.579
N 0.643 1.084 1.055
H 0.423 1.765 1.782
H 0.012 1.082 -2.488
H -1.028 -2.171 -0.997
H 1.020 -0.826 2.071
N -1.050 -0.693 1.454
C -0.283 0.719 -0.395
H -1.195 1.317 -0.373
N -0.156 -1.829 -0.606
H 1.326 0.154 -1.717
C 0.350 -0.247 1.447
H 0.246 -2.563 -0.035
H 1.180 1.848 -1.375
*
```

Löwdin charges, unit e, in atom order:
1. H 0.09
2. C -0.50
3. C -0.07
4. N 0.06
5. H 0.08
6. H 0.08
7. H 0.08
8. H 0.13
9. N 0.08
10. C -0.17
11. H 0.12
12. N 0.10
13. H 0.08
14. C -0.31
15. H 0.08
16. H 0.08

Top of the stability list: model 1, leading by 76.0 kJ/mol.